Entry 1:
Computed, not measured: 8 unconnected molecules or ions with the total composition C43H55BN9O5, with the ωB97M-V functional and the def2-TZVPD basis.

XYZ file:
```
113
Properties=species:S:1:pos:R:3:forces:R:3
O 0.515 0.937 1.105 0.078 -0.332 0.118
C -5.032 -3.148 0.261 0.024 -0.025 -0.012
C 1.251 -4.103 -3.927 0.130 0.051 0.027
H 5.904 -3.438 0.515 0.001 -0.120 -0.015
O 3.635 -2.442 -2.336 -0.123 0.295 -0.604
H -4.078 1.460 -5.300 0.004 -0.024 -0.036
O 4.423 -2.162 -1.185 -0.080 -0.357 0.131
C 0.273 3.791 -0.394 0.033 0.484 -0.018
H 2.026 -3.373 -4.137 -0.045 0.029 -0.073
N 2.663 0.478 -2.495 0.159 0.519 -0.109
C -3.153 -4.341 -0.592 -0.010 -0.006 0.002
H -1.344 -3.178 -0.632 -0.004 -0.048 -0.025
H -5.743 6.305 0.719 0.005 0.002 0.017
C -0.635 -5.944 -3.320 0.000 0.035 -0.009
H 3.522 -3.407 -2.347 0.081 -0.101 0.449
C 0.088 2.247 4.078 0.044 -0.052 -0.020
C -0.771 3.196 6.468 -0.002 0.031 -0.044
C -1.233 2.521 -4.179 -0.005 0.025 0.086
H -2.404 3.534 -1.483 -0.077 -0.019 -0.117
H -5.118 -5.190 -0.403 -0.002 -0.003 0.001
H 4.667 2.052 -2.295 0.170 -0.240 -0.019
C -2.209 1.209 -6.339 0.031 0.004 0.015
H -6.076 -3.083 0.534 -0.008 0.018 0.001
C -0.636 4.083 5.411 -0.031 0.018 0.003
C -4.195 -2.055 0.425 0.018 0.126 0.008
N -3.019 4.389 0.273 0.061 0.044 -0.039
N 1.376 -4.761 -2.774 -0.001 0.135 -0.094
H -0.873 5.131 5.538 -0.001 0.003 0.003
C -0.811 0.438 1.230 -0.426 -0.251 -0.090
C -4.200 4.666 -1.799 -0.070 0.064 0.024
H 0.575 0.647 -0.910 -0.082 -0.142 -0.091
C -5.438 0.807 4.033 -0.013 0.066 0.003
N -4.335 1.359 4.535 0.019 -0.048 -0.009
H 4.116 0.005 1.043 -0.204 -0.090 0.137
C -0.459 1.863 6.251 0.201 -0.033 0.129
C -5.022 5.698 0.189 0.009 -0.020 -0.040
H 2.290 2.941 -3.606 -0.357 -0.288 -0.574
H -0.864 -0.631 1.015 0.102 -0.062 -0.007
C 0.219 -4.309 -4.828 -0.048 -0.018 0.034
B 1.998 2.923 -1.728 -0.148 0.316 -0.113
H -1.567 -5.448 -5.192 -0.001 -0.006 -0.002
H -1.115 3.527 7.438 -0.005 -0.013 0.009
H 0.145 3.991 0.662 0.010 0.095 0.049
N 6.772 -2.449 2.082 -0.082 0.007 0.009
H 5.181 -0.089 -1.690 -0.150 -0.343 0.120
H 0.174 -3.744 -5.749 0.022 0.000 -0.005
H -2.391 1.028 5.124 -0.229 -0.098 -0.081
H -1.485 0.933 0.525 -0.015 0.112 -0.011
C 7.313 -2.563 3.294 0.009 0.072 -0.016
C -3.285 -0.793 4.416 -0.007 -0.015 -0.026
O 1.704 3.699 -0.664 -0.522 -0.713 0.213
H -0.091 4.255 3.334 -0.012 -0.005 -0.012
H 0.420 1.816 3.142 0.101 0.168 -0.027
H -0.243 2.858 -0.619 0.087 -0.098 -0.005
C -0.201 3.600 4.188 -0.012 -0.025 0.038
H 6.029 -5.691 1.574 0.005 0.005 -0.020
H 0.703 2.362 -5.090 0.045 0.049 -0.027
C 1.136 0.349 -0.008 -0.271 0.470 0.084
C -0.347 2.135 -5.173 -0.189 -0.109 -0.086
H 2.557 -1.920 -0.430 -0.109 0.155 0.037
C 6.333 -3.567 1.504 -0.027 0.123 -0.129
H 5.784 0.699 -0.245 -0.003 0.371 -0.035
C -3.284 0.561 4.721 0.020 0.087 -0.018
H -3.805 5.318 1.924 -0.044 0.010 0.004
H 7.662 -1.641 3.744 0.016 -0.024 0.038
C 6.975 -4.921 3.351 0.000 -0.016 0.024
N -0.030 1.385 5.084 0.023 0.002 0.060
H -6.468 -0.929 3.299 -0.018 0.015 0.008
N 4.282 1.780 -1.391 0.619 -0.002 0.285
C 6.406 -4.819 2.091 0.020 0.014 0.039
H 7.054 -5.880 3.845 0.003 -0.002 0.003
H 4.536 2.539 -0.757 -0.539 0.140 0.063
H 3.230 0.663 -3.317 -0.111 -0.083 -0.123
O 1.625 3.280 -3.002 0.625 0.117 0.621
H -0.879 3.053 -3.304 0.056 0.037 -0.027
H 0.557 -6.182 -1.545 -0.032 -0.030 -0.013
C -3.163 4.164 -1.031 0.133 -0.154 -0.003
H 3.855 -2.111 0.750 0.013 -0.117 -0.009
C -3.941 5.148 0.862 0.028 -0.011 0.074
H -4.575 -1.122 0.827 -0.030 -0.026 0.008
H 2.701 1.674 0.609 -0.320 -0.109 0.265
C 4.890 0.497 -0.826 -0.185 -0.161 -0.645
C -0.745 -5.254 -4.516 -0.034 0.002 -0.009
C 0.437 -5.661 -2.488 0.094 -0.061 0.127
C -3.009 1.638 -5.289 -0.060 0.014 0.039
H -0.150 4.588 -0.998 -0.070 0.108 0.061
H -4.482 -2.405 3.647 0.003 0.000 0.000
H -5.981 5.866 -1.727 -0.005 0.006 0.003
H -2.693 -5.230 -1.002 0.017 0.005 -0.001
C 3.570 -1.621 -0.181 0.168 -0.128 -0.162
C 7.439 -3.769 3.966 -0.010 -0.021 -0.020
H 1.057 -0.738 0.049 0.149 -0.065 0.003
H -0.554 1.135 7.049 -0.020 0.044 0.038
C -5.151 5.452 -1.169 -0.009 0.017 0.011
C -4.441 -1.352 3.896 0.000 -0.029 0.009
N -2.900 -2.064 0.112 0.037 -0.064 -0.025
C 2.559 0.871 -0.117 0.318 0.216 -0.560
C -0.849 1.465 -6.279 -0.001 -0.032 0.000
H -0.193 1.150 -7.080 -0.005 0.009 -0.010
C -2.401 -3.195 -0.386 0.028 0.055 0.009
H -4.254 4.441 -2.855 0.025 -0.046 0.006
N -2.542 2.284 -4.223 0.021 -0.010 -0.031
H -2.398 -1.389 4.584 0.015 0.019 0.014
C -5.543 -0.536 3.700 0.030 -0.004 -0.002
H -2.645 0.690 -7.181 -0.019 0.007 -0.001
H -6.278 1.478 3.893 -0.026 -0.035 -0.011
H 1.702 0.405 -2.808 -0.037 -0.106 -0.010
C 3.758 -0.103 0.019 0.375 0.080 0.738
C 2.788 1.529 -1.480 0.540 -0.091 -0.068
H -1.363 -6.692 -3.038 0.011 -0.014 0.012
H -1.179 0.576 2.242 0.132 0.258 0.070
H 7.891 -3.803 4.948 0.005 0.016 0.005
C -4.497 -4.315 -0.259 -0.023 -0.024 0.001
```
Positions in Å, forces in eV/Å.

Values from the calculation:
E_LUMO = -2.94 eV
frontier orbital gap = 0.2932 hartree
total charge = +1
multiplicity = 1
energy = -2565.07424 Eh

***

Entry 2:
Computed, not measured: a molecular structure, C43H55F5N5O8STl at a distorted geometry, with the ωB97M-V functional and the def2-TZVPD basis.

XYZ file:
```
118
Properties=species:S:1:pos:R:3:forces:R:3
H 3.045 2.302 1.311 0.159 -0.625 -0.163
C 1.664 -2.833 3.834 -0.152 1.278 -0.081
C 2.226 -2.525 6.037 0.329 -1.011 -0.499
H -1.979 -1.261 5.290 -0.016 -0.221 -0.220
C -0.997 -5.758 -1.483 0.024 0.107 0.610
C 0.353 -5.993 -1.184 -0.898 -0.485 -0.773
C -3.231 3.113 1.503 -0.182 -0.234 -0.595
H -2.625 4.482 -6.003 -0.336 0.065 0.213
H -1.138 0.252 -3.809 0.045 -0.138 -0.149
C -0.524 -0.039 -0.751 0.807 0.263 3.113
H 5.031 -4.856 -2.257 0.026 -0.119 -0.351
F 0.092 0.972 -1.355 -0.408 -0.044 -0.406
C 1.030 -5.359 -0.127 -0.789 0.985 -0.787
N 2.286 -3.679 -3.946 0.717 -0.422 0.967
C 5.194 3.070 -2.006 -0.449 1.300 -0.468
C 4.041 5.012 -2.410 1.961 0.293 1.727
N -0.452 4.628 0.839 -1.207 2.165 -1.859
H 1.677 -4.851 3.035 -0.069 0.251 -0.221
O 1.470 -0.801 1.013 -1.762 -0.024 -1.042
O -5.811 -1.509 -2.611 0.484 0.039 1.085
C 2.684 -2.339 -1.968 1.194 -1.782 0.431
H -3.206 4.201 1.558 0.312 0.021 0.389
H -2.534 6.846 -0.765 -0.139 -0.043 -0.095
H -2.873 1.725 2.714 -0.106 -1.051 0.693
H -1.610 -6.268 -2.211 0.539 -0.231 -0.417
N 1.866 -1.991 4.869 -0.243 -1.151 -0.443
H -1.916 5.496 -2.742 0.303 -0.077 -0.256
C -1.222 -0.497 5.469 -0.013 0.112 0.715
C 1.853 -4.186 3.868 0.666 -0.980 1.091
H 0.991 -2.289 -3.434 -0.125 0.647 0.651
C 4.746 -0.065 0.166 0.819 -1.169 -0.661
C -4.285 -0.564 1.813 1.205 1.958 1.724
C -1.285 5.734 0.570 0.927 -2.206 -0.260
H -6.172 -3.070 2.903 0.026 -0.129 0.389
H -4.339 0.244 5.013 -0.008 0.036 0.038
C 2.314 -4.751 5.049 -0.334 1.095 2.048
H 2.355 -1.862 6.880 -0.063 0.164 0.050
C -1.869 5.998 -0.696 0.907 0.768 1.807
H 2.409 -1.646 -1.187 -0.285 0.365 -0.303
C -0.992 3.334 -5.297 0.788 -1.725 -0.407
H -4.107 -2.476 -3.023 0.166 -1.010 0.257
H -1.566 0.106 6.309 0.098 -0.001 0.040
H -5.642 -1.952 5.092 -0.074 0.280 0.163
C -3.282 2.626 -5.077 0.337 -0.348 -0.004
N -4.044 0.132 2.938 -0.768 -0.418 1.212
O 0.289 1.202 1.563 -0.629 -0.207 -0.894
C -1.699 -4.843 -0.688 -0.108 0.215 0.698
S 0.121 -0.157 1.048 1.779 -0.233 2.658
C 2.928 4.340 -2.828 -1.598 -1.683 -0.069
O -0.849 -0.960 1.822 0.600 0.626 -1.513
F -0.235 -1.168 -1.325 0.152 -1.015 -1.207
H -3.770 -1.262 -1.973 -0.393 0.682 0.739
C -1.044 -4.222 0.402 -0.315 0.710 -0.365
N 5.143 4.410 -1.915 -0.043 -0.795 -0.797
C 3.843 -3.142 -1.708 -0.650 -0.013 -1.010
F -1.830 0.111 -0.684 -0.343 0.512 -0.640
H 3.210 4.399 0.082 -0.074 -0.168 -0.196
C -2.352 3.566 -5.500 0.765 -0.310 0.396
C 2.488 -3.905 6.194 -0.350 0.156 -1.716
C 1.924 -2.702 -3.079 0.419 -0.976 -1.480
C -0.501 2.062 -4.801 -1.087 1.995 0.676
H 0.545 3.099 -0.091 0.062 -0.124 -0.087
C 3.601 4.108 1.057 1.329 0.683 0.771
H -4.637 -2.695 -1.302 -0.293 0.175 -0.251
C -1.447 5.294 -1.790 -0.428 -0.523 0.057
H 4.105 6.082 -2.275 -0.420 0.215 -0.417
H 2.025 4.850 -3.129 0.092 0.278 -0.115
H 4.628 3.748 1.017 0.297 0.079 -0.796
Tl 0.267 3.201 3.705 -0.268 -0.448 -0.738
H -3.012 2.852 0.467 0.212 0.037 -0.304
H -1.608 -3.495 0.966 0.045 0.067 0.241
C -0.553 4.264 -1.576 0.158 -0.544 0.215
C 4.103 2.324 -2.453 -0.599 -0.971 0.804
C 2.899 2.924 -2.748 0.953 1.537 -0.972
O -2.327 2.433 2.364 -0.201 1.153 -0.295
O 2.881 3.146 1.738 -1.507 -0.166 0.633
F -3.709 0.472 -4.201 0.593 0.438 -0.086
H 2.388 -5.825 5.139 0.310 -0.058 0.061
C 3.363 -4.440 -3.663 -0.196 0.439 0.781
H 0.885 -6.705 -1.799 0.030 -0.070 -0.039
H 3.692 4.987 1.695 -0.395 0.196 -0.101
H 4.939 -0.165 -0.902 -0.536 0.388 -0.549
C -1.415 1.161 -4.323 -1.657 -0.294 -0.718
H 0.824 -3.903 1.413 -0.273 0.248 -0.067
C -5.268 -1.525 4.173 -0.393 -0.608 -0.422
H -3.879 -0.114 0.920 0.047 -0.163 -0.208
C -0.104 3.943 -0.272 -0.515 0.676 0.677
H -0.258 4.052 -5.633 -0.026 0.169 0.013
H 2.098 -5.444 0.008 -0.016 -0.351 0.075
H -5.685 -1.227 -3.520 -0.062 0.032 -0.006
H 5.735 0.238 0.510 -0.382 0.604 0.769
C -4.547 -2.008 -2.143 0.103 0.103 -1.854
C -2.810 1.405 -4.567 0.594 0.518 0.542
O -1.018 0.349 4.388 -0.153 0.970 -0.354
H 2.799 -4.225 7.177 0.015 -0.395 -0.123
H 4.204 1.250 -2.406 -0.090 -0.126 -0.309
C 0.304 -4.419 0.620 -0.188 -0.299 0.444
H -1.502 6.380 1.408 -0.073 -0.086 0.139
H -0.273 3.624 -2.399 0.229 -0.023 -0.042
H 6.122 2.554 -1.809 0.175 0.208 0.342
H -0.269 -0.961 5.721 0.123 -0.397 0.253
H -5.131 -2.122 0.826 -0.314 -0.655 0.175
H 4.633 -1.109 0.456 -0.207 0.003 0.544
H 4.432 -2.850 -0.852 0.176 -0.306 0.067
H -0.856 -0.176 3.601 -0.023 -0.214 -0.561
H 2.037 2.393 -3.126 -0.019 -0.206 0.346
C -5.537 -2.199 2.971 0.129 -0.090 0.636
H 2.900 0.159 0.727 -0.595 -0.457 0.173
H 0.548 1.923 -4.586 0.074 -0.038 -0.352
H -4.335 2.864 -5.118 -0.123 -0.381 -0.162
O 3.642 0.727 0.510 0.858 0.745 -0.226
C 4.191 -4.237 -2.536 -1.224 1.854 0.801
H -4.266 2.807 1.657 -0.024 -0.058 0.329
F -3.013 -4.554 -0.909 1.960 -0.560 0.193
H 3.570 -5.296 -4.288 -0.086 0.135 -0.457
H 1.342 -2.424 2.888 -0.065 0.641 0.001
C -4.551 -0.347 4.133 0.933 0.245 -2.195
C -4.978 -1.729 1.820 -0.675 -0.271 -1.510
```
Positions in Å, forces in eV/Å.

Values from the calculation:
E_LUMO = -11.66 eV
frontier orbital gap = 0.0602 hartree
total charge = +2
energy above the lowest of the compared OMol25 structures with the same formula, charge and spin = 26.9 kcal/mol
multiplicity = 1
energy = -3616.33682 Eh